<P>
C6H12NS | ωB97M-V/def2-TZVPD

Geometry as XYZ:
```
20
Properties=species:S:1:pos:R:3
C 1.124 -0.509 1.218
C 2.075 -0.476 0.211
C 0.620 0.666 -1.789
C 0.388 1.575 -2.924
C -1.795 -1.278 1.002
C -1.063 -0.447 2.050
N 0.035 0.262 1.401
S 2.114 0.766 -0.951
H 1.111 -1.457 1.750
H 2.992 -0.912 0.408
H -0.128 0.033 -1.328
H -0.521 2.280 -2.821
H 0.283 0.840 -3.815
H 1.247 2.227 -3.059
H -2.465 -2.087 1.371
H -2.486 -0.481 0.562
H -1.106 -1.664 0.230
H -0.690 -0.900 2.973
H -1.723 0.343 2.344
H -0.012 1.221 1.168
```

* HOMO energy (spin up / spin down): -12.65 / -12.65 eV
* net charge: +1
* lowest unoccupied orbital energy (spin up / spin down): -0.2083 / -0.2084 Ha

Atom charges from the natural (NBO) analysis, given in e for atoms 1 to 6: C 0.1549; C -0.6304; C -0.1184; C -0.7140; C -0.6311; C -0.2259

***

<Q>
C6H12NS | ωB97M-V/def2-TZVPD

Geometry as XYZ:
```
20
Properties=species:S:1:pos:R:3
C 2.345 1.105 -0.707
C 1.332 0.376 -0.122
C -0.606 -0.794 -1.078
C -1.790 -1.259 -0.140
C -1.878 1.229 0.813
C 1.451 -0.422 1.101
N 0.084 0.397 -0.756
S -3.007 0.162 0.171
H 2.517 1.743 -1.527
H 3.315 0.987 -0.287
H 0.162 -1.663 -1.102
H -1.056 -0.932 -2.038
H -2.405 -2.074 -0.455
H -1.435 -1.530 0.904
H -1.089 0.990 1.459
H -2.228 2.330 0.767
H 2.146 -1.199 0.877
H 0.478 -0.811 1.555
H 1.838 0.222 1.969
H -0.176 1.145 -1.407
```

* HOMO energy (spin up / spin down): -12.27 / -12.27 eV
* net charge: +1
* lowest unoccupied orbital energy (spin up / spin down): -0.2177 / -0.2178 Ha

Atom charges from the natural (NBO) analysis, given in e for atoms 1 to 6: C -0.4012; C 0.1480; C -0.2600; C -0.4978; C -0.3567; C -0.6821

***

<R>
C6H12NS | ωB97M-V/def2-TZVPD

Geometry as XYZ:
```
20
Properties=species:S:1:pos:R:3
C -0.457 0.894 0.188
C -1.671 0.356 0.040
C 0.807 -1.188 -0.372
C -2.881 1.220 0.226
C 1.284 -2.258 0.509
C 1.755 1.011 -0.715
N 0.839 0.175 0.104
S -1.961 -1.302 -0.317
H -0.327 1.937 0.423
H 0.766 -1.306 -1.442
H -2.626 2.276 0.195
H -3.335 1.001 1.192
H -3.613 1.010 -0.548
H 0.897 -2.165 1.524
H 2.379 -2.250 0.581
H 1.001 -3.226 0.105
H 2.735 0.544 -0.795
H 1.331 1.136 -1.709
H 1.865 1.993 -0.256
H 1.211 0.142 1.066
```

* HOMO energy (spin up / spin down): -12.58 / -12.51 eV
* net charge: +1
* lowest unoccupied orbital energy (spin up / spin down): -0.2079 / -0.2180 Ha

Atom charges from the natural (NBO) analysis, given in e for atoms 1 to 6: C -0.1821; C -0.1242; C 0.1821; C -0.6426; C -0.7229; C -0.4117

***

Energies relative to the minimum, hartree: <P> 0.0000; <Q> 0.0367; <R> 0.0202

***

<P>
C3H7IN2 | ωB97M-V/def2-TZVPD

Geometry as XYZ:
```
13
Properties=species:S:1:pos:R:3
C -0.834 -1.580 0.263
C 1.335 0.977 0.113
C 0.166 -1.461 -0.592
N -0.819 1.850 0.419
N 0.254 1.445 -0.345
I 0.188 -1.251 -2.599
H -1.787 -1.551 -0.135
H -0.717 -1.712 1.380
H -1.088 1.321 1.233
H 1.532 0.764 1.140
H 2.160 0.647 -0.472
H 1.027 -1.512 -0.066
H -1.416 2.064 -0.340
```

* HOMO energy: -8.97 eV
* SMILES: C=CI.C=NN
* net charge: 0
* lowest unoccupied orbital energy: 0.0254 Ha

Atom charges from the natural (NBO) analysis, given in e for atoms 1 to 6: C -0.4192; C -0.1606; C -0.3817; N -0.6562; N -0.2355; I 0.2005

***

<Q>
C3H7IN2 | ωB97M-V/def2-TZVPD

Geometry as XYZ:
```
13
Properties=species:S:1:pos:R:3
C -2.467 0.773 0.040
C -2.113 -0.069 0.962
C 2.246 0.385 -0.010
N 0.908 -1.090 -1.250
N 1.056 0.000 -0.767
I -2.055 -2.175 0.800
H -2.733 0.404 -0.918
H -2.413 1.824 0.030
H 3.181 -0.269 -0.097
H 2.580 1.293 -0.588
H 1.927 0.614 1.041
H -1.740 0.097 2.002
H 1.621 -1.789 -1.244
```

* HOMO energy: -8.67 eV
* SMILES: [H]/N=N\C.C=CI
* net charge: 0
* lowest unoccupied orbital energy: 0.0247 Ha

Atom charges from the natural (NBO) analysis, given in e for atoms 1 to 6: C -0.4066; C -0.3261; C -0.5079; N -0.3063; N -0.0980; I 0.0977

***

Energies relative to the minimum, hartree: <P> 0.0021; <Q> 0.0000

***

<P>
C4H16N2O2 | ωB97M-V/def2-TZVPD

Geometry as XYZ:
```
24
Properties=species:S:1:pos:R:3
C 1.064 -0.364 -1.578
C -0.301 -0.870 -1.563
C -0.916 -0.872 -0.177
C -2.172 -1.323 -0.086
N -2.829 -1.274 1.182
N 1.273 1.162 -1.436
H 1.806 -0.932 -0.915
H 1.623 -0.667 -2.505
H -1.009 -0.377 -2.259
H -0.191 -1.858 -2.099
H -0.439 -0.604 0.861
H -2.819 -1.314 -0.941
H -3.791 -1.624 1.332
H -2.251 -1.806 1.972
H -2.842 -0.300 1.456
H 1.888 1.461 -2.204
H 0.453 1.820 -1.342
H 1.807 1.175 -0.566
H 2.393 0.869 3.271
H 2.455 -0.284 2.246
O 1.901 0.544 2.385
H 1.029 1.769 1.493
H 0.979 3.310 0.801
O 0.890 2.356 0.672
```

* HOMO energy: -18.03 eV
* net charge: +2
* lowest unoccupied orbital energy: -0.2501 Ha

Atom charges from the natural (NBO) analysis, given in e for atoms 1 to 6: C -0.2440; C -0.5077; C -0.1379; C -0.0771; N -0.7033; N -0.7036

***

<Q>
C4H16N2O2 | ωB97M-V/def2-TZVPD

Geometry as XYZ:
```
24
Properties=species:S:1:pos:R:3
C -0.601 0.631 1.076
C 0.017 1.008 -0.314
C 0.840 2.185 -0.505
C 1.003 3.203 0.373
N 1.387 2.292 -1.926
N -1.700 -0.415 1.116
H 0.359 0.264 1.634
H -1.019 1.603 1.571
H 0.698 0.151 -0.489
H -0.721 1.008 -1.229
H 1.652 4.104 0.337
H 0.679 3.147 1.429
H 0.557 2.484 -2.693
H 1.858 1.448 -2.313
H 2.141 3.109 -1.950
H -1.518 -1.354 0.657
H -1.677 -0.858 2.103
H -2.660 -0.138 0.919
H -1.191 -3.985 1.679
H -0.555 -3.519 0.303
O -0.913 -3.183 1.200
H 1.183 -4.357 -0.653
H -0.074 -4.568 -1.554
O 0.254 -4.259 -0.771
```

* HOMO energy: -17.37 eV
* net charge: +2
* lowest unoccupied orbital energy: -0.2501 Ha

Atom charges from the natural (NBO) analysis, given in e for atoms 1 to 6: C -0.2322; C -0.4763; C 0.1141; C -0.3366; N -0.7411; N -0.7236

***

Energies relative to the minimum, hartree: <P> 0.0054; <Q> 0.0000

***

<P>
H14LiO7 | ωB97M-V/def2-TZVPD

Geometry as XYZ:
```
22
Properties=species:S:1:pos:R:3
Li 3.162 14.997 21.672
O 2.850 12.973 20.964
H 2.899 12.169 21.653
H 2.308 12.833 20.099
O -0.327 15.035 23.070
H -0.760 14.102 23.199
H 0.437 14.869 22.791
O 1.404 16.198 21.333
H 0.425 16.105 21.070
H 1.774 17.079 21.420
O 2.481 17.878 24.119
H 2.941 17.130 23.730
H 2.959 17.945 24.939
O 2.490 14.250 23.571
H 2.196 13.378 23.859
H 2.813 14.533 24.367
O 4.271 16.512 22.871
H 4.925 16.155 23.260
H 4.649 17.270 22.486
O 4.419 15.594 20.139
H 4.948 16.150 19.751
H 4.260 14.831 19.390
```

* HOMO energy: -13.97 eV
* net charge: +1
* lowest unoccupied orbital energy: -0.1307 Ha

Atom charges from the natural (NBO) analysis, given in e for atoms 1 to 6: Li 0.8998; O -1.0313; H 0.5266; H 0.5235; O -0.9069; H 0.4650

***

<Q>
H14LiO7 | ωB97M-V/def2-TZVPD

Geometry as XYZ:
```
22
Properties=species:S:1:pos:R:3
Li -0.473 0.101 0.182
O 0.266 -1.778 -2.032
H 0.012 -2.622 -1.660
H 1.223 -1.800 -2.046
O -1.478 0.956 -1.596
H -1.049 1.631 -2.122
H -2.381 1.259 -1.507
O 1.270 0.752 -1.060
H 0.966 0.296 -1.844
H 2.105 1.143 -1.319
O -1.746 -1.531 0.560
H -1.522 -2.112 1.288
H -2.606 -1.834 0.268
O -1.271 1.339 1.708
H -2.133 1.546 1.345
H -1.342 1.563 2.636
O 0.819 -0.932 1.210
H 0.271 -0.919 1.994
H 1.432 -1.653 1.357
O 2.426 1.772 1.163
H 3.044 1.959 0.456
H 2.166 0.862 1.019
```

* HOMO energy: -14.05 eV
* net charge: +1
* lowest unoccupied orbital energy: -0.1224 Ha

Atom charges from the natural (NBO) analysis, given in e for atoms 1 to 6: Li 0.8936; O -0.9489; H 0.4849; H 0.4714; O -0.9628; H 0.4980

***

Energies relative to the minimum, hartree: <P> 0.0976; <Q> 0.0000

***

<P>
C6H12N | ωB97M-V/def2-TZVPD

Geometry as XYZ:
```
19
Properties=species:S:1:pos:R:3
C -1.448 1.076 0.282
C 0.016 1.065 -0.103
C 0.666 -0.321 -0.150
C 1.169 -0.892 -1.269
C 2.320 -1.245 1.432
C 1.039 -0.832 1.192
N -2.273 0.280 -0.783
H -1.851 0.689 1.218
H -1.908 2.062 0.187
H 0.193 1.612 -1.028
H 0.558 1.559 0.706
H 0.717 -0.622 -2.223
H 2.038 -1.535 -1.351
H 3.110 -1.267 0.683
H 2.715 -1.000 2.425
H 0.268 -0.871 1.956
H -1.865 -0.640 -0.961
H -3.245 0.121 -0.524
H -2.218 0.762 -1.690
```

* HOMO energy (spin up / spin down): -18.96 / -19.60 eV
* spin multiplicity: 2
* net charge: +2
* lowest unoccupied orbital energy (spin up / spin down): -0.3240 / -0.4360 Ha

Atom charges from the natural (NBO) analysis, given in e for atoms 1 to 6: C -0.2074; C -0.4875; C -0.0045; C -0.1289; C -0.0825; C -0.0907

***

<Q>
C6H12N | ωB97M-V/def2-TZVPD

Geometry as XYZ:
```
19
Properties=species:S:1:pos:R:3
C -0.008 -1.508 2.045
C 0.065 -0.173 1.302
C -0.918 -0.047 0.120
C -0.080 0.044 -1.099
C 0.425 -1.050 -1.751
C 0.210 2.426 -0.989
N 0.234 1.322 -1.640
H 0.017 -1.277 3.115
H -0.849 -2.109 1.743
H 0.868 -2.097 1.985
H -0.351 0.473 2.108
H 1.100 0.131 1.114
H -1.516 -0.918 -0.044
H -1.568 0.825 0.079
H 0.910 -1.063 -2.736
H 0.516 -2.071 -1.389
H 0.601 3.353 -1.360
H -0.189 2.429 0.020
H 0.534 1.310 -2.621
```

* HOMO energy (spin up / spin down): -19.66 / -19.44 eV
* spin multiplicity: 2
* net charge: +2
* lowest unoccupied orbital energy (spin up / spin down): -0.3989 / -0.5046 Ha

Atom charges from the natural (NBO) analysis, given in e for atoms 1 to 6: C -0.6187; C -0.4105; C -0.4592; C 0.3398; C -0.0703; C 0.2352

***

Energies relative to the minimum, hartree: <P> 0.0000; <Q> 0.0630

***

<P>
C6H7I | ωB97M-V/def2-TZVPD

Geometry as XYZ:
```
14
Properties=species:S:1:pos:R:3
C -0.090 -0.157 -1.478
C -0.453 1.741 0.574
C 0.044 0.912 -0.510
C 0.177 -0.482 -0.016
C -1.007 0.356 0.515
C 1.233 -1.311 0.685
I -3.032 -0.264 -0.032
H -0.982 -0.555 -1.909
H 0.819 -0.234 -2.203
H 0.142 1.975 1.392
H -1.128 2.460 0.316
H 1.235 -2.288 0.265
H 0.872 -1.324 1.795
H 2.170 -0.830 0.607
```

* HOMO energy: -8.32 eV
* SMILES: C[C@]12C[C@@]13C[C@]23I
* net charge: 0
* lowest unoccupied orbital energy: 0.0217 Ha

Atom charges from the natural (NBO) analysis, given in e for atoms 1 to 6: C -0.3767; C -0.3619; C -0.0727; C -0.0334; C -0.1077; C -0.6226

***

<Q>
C6H7I | ωB97M-V/def2-TZVPD

Geometry as XYZ:
```
14
Properties=species:S:1:pos:R:3
C 0.619 -1.492 -0.357
C -0.599 -1.652 0.234
C 0.386 0.931 -0.090
C 0.104 2.179 0.200
C 1.224 -0.128 -0.533
C -1.339 -0.564 0.823
I -3.112 0.050 -0.040
H 1.171 -2.279 -0.693
H -0.981 -2.610 0.036
H -0.873 2.619 0.226
H 0.842 3.015 0.215
H 2.165 -0.162 -0.070
H 1.643 0.100 -1.612
H -1.251 -0.008 1.662
```

* HOMO energy (spin up / spin down): -7.72 / -7.59 eV
* net charge: 0
* lowest unoccupied orbital energy (spin up / spin down): 0.0010 / 0.0111 Ha

Atom charges from the natural (NBO) analysis, given in e for atoms 1 to 6: C -0.1146; C -0.2881; C 0.1842; C -0.5051; C -0.5858; C -0.3705

***

Energies relative to the minimum, hartree: <P> 0.0000; <Q> 0.0034